Entry a
{"formula": "C22H27N3O4", "method": "ωB97M-V/def2-TZVPD", "smiles": "COCC(=O)N1CCC(Oc2ccc(C(=O)NCCc3ccncc3)cc2)CC1", "homo_lumo_gap_ev": 9.42, "homo_ev": -8.90, "species": ["H", "H", "H", "H", "C", "H", "H", "C", "H", "H", "C", "C", "C", "H", "C", "H", "H", "C", "H", "C", "O", "C", "C", "C", "C", "C", "H", "H", "H", "H", "C", "H", "O", "N", "C", "C", "N", "H", "C", "C", "H", "C", "O", "H", "H", "H", "C", "H", "H", "C", "H", "C", "H", "H", "O", "N"], "xyz": [[-6.0425, 1.3637, 1.4970], [7.4355, -1.7814, -2.1269], [-6.4197, -2.1410, -1.7888], [5.2101, -1.5173, -1.1515], [-6.0136, 1.3089, 0.4019], [9.5302, -0.6123, 2.1022], [5.0353, -1.2034, 0.5877], [-0.3236, 1.6171, -1.3556], [-1.2923, 1.0578, 1.8482], [-8.1133, -2.3547, -1.2612], [5.2194, 0.5751, -0.5993], [3.0404, 1.1678, 0.3376], [-0.6579, 1.1910, 0.9862], [3.3463, 0.4344, -1.5510], [7.6465, -0.7269, 1.0669], [-6.9300, 1.7633, 0.0175], [-3.1788, 1.9800, 1.3355], [9.0202, -0.8598, 1.1803], [-7.0354, -3.9198, 1.7569], [9.2195, -1.6043, -0.9479], [-6.6205, -3.0039, 0.0182], [-1.1930, 1.4428, -0.2745], [-3.7222, -0.0566, 0.8119], [1.5791, 1.2639, 0.0704], [-7.5032, -3.1883, 1.1009], [1.0399, 1.5267, -1.1880], [-0.7518, 1.8320, -2.3221], [-4.1030, -0.1286, 1.8313], [-4.8407, 3.0893, 0.1105], [-4.7988, -1.7727, 0.0798], [7.8548, -1.5077, -1.1699], [-8.4712, -3.5688, 0.7564], [-2.5120, 1.5549, -0.5717], [3.7996, 0.7897, -0.7252], [-3.4938, 1.4198, 0.4449], [-7.1005, -2.0811, -0.9354], [-6.0091, -0.0787, -0.0280], [-4.3304, -0.6039, -1.1756], [5.5593, -0.8996, -0.3207], [-7.1705, -0.6376, -0.4206], [-4.7436, 1.9320, -1.2149], [-4.7082, -0.7101, -0.1496], [-8.2318, -0.0410, -0.3713], [1.6826, 1.6975, -2.0394], [1.1350, 0.9348, 2.1237], [5.7164, 0.9079, -1.5152], [-4.7827, 2.0282, -0.1288], [7.0556, -0.3740, 1.8982], [-7.6692, -2.2543, 1.6482], [0.7122, 1.1157, 1.1470], [5.5586, 1.1899, 0.2376], [7.0376, -1.0609, -0.1385], [9.8870, -1.9520, -1.7259], [-2.7740, -0.5939, 0.7645], [3.5239, 1.4173, 1.4253], [9.7956, -1.2888, 0.1984]], "nbo_charge": [0.187, 0.212, 0.202, 0.205, -0.225, 0.192, 0.226, -0.263, 0.211, 0.199, -0.212, 0.671, -0.262, 0.393, -0.265, 0.251, 0.182, 0.044, 0.195, 0.041, -0.536, 0.318, -0.434, -0.190, -0.252, -0.162, 0.226, 0.214, 0.225, 0.243, -0.260, 0.173, -0.499, -0.614, 0.100, -0.156, -0.435, 0.188, -0.434, 0.648, 0.223, -0.235, -0.627, 0.211, 0.237, 0.197, -0.428, 0.223, 0.173, -0.155, 0.235, 0.025, 0.191, 0.232, -0.626, -0.423]}

Entry b
{"formula": "C22H27N3O4", "method": "ωB97M-V/def2-TZVPD", "smiles": "CCOCCCNC(=O)[C@H](NC(=O)CNC(=O)c1ccccc1)c1ccccc1", "homo_lumo_gap_ev": 9.71, "homo_ev": -8.95, "species": ["C", "C", "C", "O", "N", "C", "C", "H", "H", "H", "C", "H", "C", "C", "H", "H", "C", "C", "H", "C", "C", "H", "O", "H", "H", "H", "H", "C", "N", "H", "H", "H", "H", "H", "H", "O", "O", "C", "N", "H", "H", "H", "C", "C", "C", "C", "C", "C", "H", "H", "C", "C", "H", "H", "H", "H"], "xyz": [[0.5314, -3.0192, 0.3694], [1.2529, 0.4272, 1.4350], [-2.8235, 0.6033, 0.8363], [0.4363, 0.7069, 2.2893], [1.4684, -0.8201, 0.9890], [5.5524, 1.2950, -0.7824], [-3.6884, -2.1796, -1.1383], [-0.0872, -3.8223, 0.7753], [-5.7854, 3.0678, 0.9528], [1.5202, -3.4295, 0.1562], [-0.0549, -2.5291, -0.9607], [-0.3327, -1.5290, 1.6939], [4.2022, 0.4515, 1.4769], [6.2200, 0.5649, 0.1854], [1.9997, 2.4277, 1.3142], [1.0839, -2.3642, 2.3420], [-1.6732, 2.0284, -0.8716], [3.5226, 1.1710, 0.5003], [-3.6014, -2.0040, -2.2076], [-0.0037, 1.1486, -2.4038], [-4.9539, 1.2544, 1.7309], [0.0149, 2.1740, -2.7829], [-1.1888, 3.1496, -0.9536], [-1.4946, 0.0430, -1.3910], [0.6001, -1.7716, -1.3951], [3.7008, 2.1790, -1.3791], [-0.0230, 0.4380, -3.2305], [2.0689, 1.5196, 0.7042], [-1.1973, 0.9899, -1.5950], [3.6780, 0.1333, 2.3666], [-3.8723, -0.4869, 2.3459], [-3.8869, -1.2320, -0.6442], [6.0768, 1.6296, -1.6652], [-3.8702, 3.4973, -0.5562], [-2.4927, -2.9787, 0.4756], [1.9165, -0.1071, -1.6525], [-1.3235, -1.9177, -0.8655], [-2.4037, -2.7973, -0.6048], [1.3502, 1.7895, -0.5357], [7.2652, 0.3245, 0.0596], [2.1122, -0.9654, 0.2223], [-2.2187, -3.7603, -1.1011], [-2.8293, 1.7227, 0.0111], [-3.8834, 0.3762, 1.6966], [1.2114, 0.8791, -1.5147], [-3.8920, 2.6179, 0.0697], [0.6516, -1.9297, 1.4313], [-4.9567, 2.3762, 0.9177], [-0.1069, -3.3804, -1.6558], [-5.7811, 1.0708, 2.4007], [4.2131, 1.6031, -0.6237], [5.5427, 0.1500, 1.3195], [0.6731, 2.5457, -0.5127], [-1.9786, -0.0674, 0.8287], [6.0594, -0.4106, 2.0846], [-4.5209, -2.8537, -0.9572]], "nbo_charge": [-0.438, 0.674, -0.202, -0.629, -0.635, -0.204, -0.630, 0.212, 0.216, 0.212, -0.078, 0.214, -0.157, -0.214, 0.245, 0.195, 0.679, -0.059, 0.210, -0.323, -0.216, 0.242, -0.657, 0.439, 0.224, 0.217, 0.227, -0.148, -0.613, 0.207, 0.206, 0.222, 0.213, 0.227, 0.166, -0.653, -0.577, -0.059, -0.620, 0.213, 0.434, 0.169, -0.153, -0.162, 0.687, -0.159, -0.218, -0.215, 0.168, 0.214, -0.185, -0.227, 0.443, 0.230, 0.212, 0.215]}

Most stable structure, least stable structure: entry b, entry a.

Entry a
{"formula": "C4H5NS", "method": "ωB97M-V/def2-TZVPD", "homo_lumo_gap_ev": 7.90, "homo_ev": -8.44, "species": ["C", "C", "S", "H", "H", "H", "N", "H", "C", "H", "C"], "xyz": [[-0.5363, -1.1627, 0.2038], [0.4054, 1.2015, -0.0020], [-0.4670, 0.2372, 1.2415], [-1.2721, -1.9297, 0.4912], [0.5875, 2.2187, -0.0106], [0.5834, -1.8389, -1.4379], [-1.8950, 0.8128, 1.6326], [-1.9616, 1.0926, 2.6049], [0.9166, 0.4758, -1.0139], [1.6012, 0.9984, -1.6959], [0.4234, -0.8529, -1.0346]], "nbo_charge": [-0.462, -0.383, 1.098, 0.256, 0.228, 0.243, -1.118, 0.363, -0.266, 0.240, -0.198]}

Entry b
{"formula": "C4H5NS", "method": "ωB97M-V/def2-TZVPD", "smiles": "C=C1C=NSC1", "homo_lumo_gap_ev": 8.23, "homo_ev": -8.20, "species": ["H", "N", "C", "C", "C", "H", "C", "H", "S", "H", "H"], "xyz": [[3.0798, 0.6836, 0.2179], [-0.9778, 1.2166, -0.0005], [0.2881, 1.2904, 0.0321], [0.1096, -1.1291, -0.0193], [1.0824, 0.0511, -0.0430], [2.9676, -1.1492, 0.0296], [2.4746, -0.1798, -0.0309], [0.2194, -1.7995, 0.9940], [-1.5206, -0.4202, -0.0046], [0.7041, 2.2801, -0.0816], [0.4755, -2.0037, -0.7153]], "nbo_charge": [0.201, -0.478, 0.020, -0.657, -0.063, 0.211, -0.370, 0.237, 0.433, 0.206, 0.260]}

Entry c
{"formula": "C4H5NS", "method": "ωB97M-V/def2-TZVPD", "homo_lumo_gap_ev": 7.97, "homo_ev": -8.11, "species": ["C", "H", "S", "H", "C", "H", "H", "H", "N", "C", "C"], "xyz": [[0.1853, 0.3793, -0.0496], [0.4150, -0.9095, 1.5227], [-0.1536, -2.0521, -0.7090], [1.3155, -0.5017, -1.6036], [-0.5887, -0.5739, 1.0484], [-1.2694, 0.0073, 1.7150], [-0.5175, 2.3612, -0.0148], [0.9023, 2.0824, -1.0436], [-1.0964, -1.7658, 0.4016], [0.1065, 1.6728, -0.4730], [0.7011, -0.6999, -0.7940]], "nbo_charge": [-0.019, 0.206, 1.047, 0.233, -0.279, 0.224, 0.200, 0.199, -0.778, -0.406, -0.625]}

Most stable structure, least stable structure: entry b, entry a.

Entry a
{"formula": "C6H14O", "method": "ωB97M-V/def2-TZVPD", "smiles": "C=CCCCO.C", "homo_lumo_gap_ev": 10.35, "homo_ev": -9.40, "species": ["H", "H", "C", "H", "C", "H", "H", "H", "H", "C", "H", "H", "O", "C", "H", "H", "H", "H", "H", "C", "C"], "xyz": [[-2.8185, 1.2775, -0.9928], [1.1496, 0.0474, 1.1573], [-0.7308, 0.9597, -0.7944], [2.5062, -1.6427, -0.0618], [-2.9113, -0.6358, 1.3398], [1.8413, 1.3283, 0.1623], [0.9106, 0.2067, -1.9012], [-0.5525, 1.9503, -0.3740], [4.5236, -0.7875, 0.7167], [-1.9660, 0.6200, -1.1458], [0.1309, -1.0020, -0.8867], [-2.5215, -1.5900, 1.6955], [3.7388, -0.2522, 0.8825], [1.5362, 0.2741, 0.1553], [-3.7272, -0.8129, 0.6301], [-2.1091, -0.1059, 0.8364], [-2.2020, -0.3880, -1.4857], [-3.2673, -0.0149, 2.1630], [3.1540, -0.3688, -1.1146], [2.7727, -0.5731, -0.0996], [0.4620, 0.0466, -0.9108]], "nbo_charge": [0.204, 0.208, -0.179, 0.153, -0.862, 0.205, 0.212, 0.197, 0.468, -0.391, 0.206, 0.209, -0.719, -0.408, 0.206, 0.230, 0.192, 0.211, 0.152, -0.051, -0.444]}

Entry b
{"formula": "C6H14O", "method": "ωB97M-V/def2-TZVPD", "smiles": "CCCCCOC", "homo_lumo_gap_ev": 9.90, "homo_ev": -8.80, "species": ["H", "H", "H", "C", "H", "O", "C", "H", "H", "H", "H", "C", "C", "H", "H", "H", "C", "C", "H", "H", "H"], "xyz": [[-1.6775, 4.0553, -0.1567], [-1.2386, 0.4974, -0.1380], [-1.9465, 3.0102, -1.5796], [0.9124, 0.4767, -0.2607], [1.3501, -1.7963, 1.3089], [-0.4876, 2.4250, -0.2163], [-1.7252, 3.0191, -0.4997], [-2.5499, 2.5063, 0.0223], [1.5446, -2.9956, -0.0715], [-0.4487, -3.7630, 1.1849], [-0.0634, -1.5130, -0.4406], [-0.6302, -2.7931, 0.7229], [-0.4375, 1.0822, -0.6265], [1.6994, 1.0947, -0.7226], [-1.3597, -2.9763, -0.1110], [-0.6089, 1.0052, -1.7159], [0.9224, -0.9962, -0.6799], [1.0203, -2.1397, 0.3371], [1.2367, -1.1879, -1.7156], [1.0511, 0.5841, 0.8228], [-1.1840, -2.1594, 1.4449]], "nbo_charge": [0.192, 0.153, 0.162, -0.420, 0.212, -0.541, -0.245, 0.162, 0.217, 0.211, 0.299, -0.689, -0.045, 0.213, 0.211, 0.158, -0.523, -0.355, 0.217, 0.203, 0.207]}

Entry c
{"formula": "C6H14O", "method": "ωB97M-V/def2-TZVPD", "smiles": "CC(C)C[C@@H](C)O", "homo_lumo_gap_ev": 10.54, "homo_ev": -9.58, "species": ["H", "C", "C", "H", "H", "C", "C", "O", "H", "H", "H", "H", "H", "H", "H", "H", "H", "C", "C", "H", "H"], "xyz": [[-3.2321, 0.2930, 0.8155], [2.6265, 0.7188, -0.0259], [-1.0829, -0.4719, 0.4739], [-1.2661, -1.1441, 1.2955], [2.3522, -1.4284, -1.0789], [-2.2684, 0.7994, 0.7214], [0.2901, 0.1263, 0.6368], [1.6470, -1.4123, -0.4240], [-0.8766, -1.9251, -1.1059], [-2.3416, 1.5122, -0.1316], [3.0632, 0.4064, 0.9221], [-2.5242, -1.3285, -0.8609], [-1.3317, -0.3188, -1.6602], [3.4240, 0.6105, -0.7664], [2.4105, 1.7792, 0.0449], [0.6626, 0.1784, 1.6621], [0.9644, 0.2805, -1.2969], [1.3743, -0.0450, -0.3389], [-1.4687, -1.0487, -0.8574], [-2.0837, 1.4082, 1.6273], [-0.3388, 1.0098, 0.3474]], "nbo_charge": [0.206, -0.625, -0.159, 0.201, 0.458, -0.651, -0.468, -0.712, 0.227, 0.201, 0.212, 0.212, 0.197, 0.204, 0.217, 0.213, 0.149, 0.082, -0.624, 0.206, 0.255]}

Entry d
{"formula": "C6H14O", "method": "ωB97M-V/def2-TZVPD", "smiles": "CC(C)C[C@@H](C)O", "homo_lumo_gap_ev": 11.16, "homo_ev": -10.24, "species": ["H", "C", "H", "H", "C", "C", "H", "H", "H", "H", "H", "C", "H", "H", "C", "H", "H", "H", "H", "O", "C"], "xyz": [[-1.5198, 2.2688, -1.4764], [0.6142, -2.3666, -0.2887], [1.9771, 0.5940, 0.9368], [-0.2101, 1.6715, 1.6308], [-0.4235, -0.0933, -0.4494], [1.9606, -0.3792, 0.4314], [1.2902, -3.0263, 0.2664], [2.3909, -0.2456, -0.5700], [-0.3753, -2.8375, -0.3094], [2.6287, -1.0445, 0.9911], [0.1612, 1.8830, 0.1528], [-0.7709, 1.2293, 0.1945], [-2.0343, 2.9497, 0.0951], [-2.8081, 1.4783, -0.5208], [-1.8634, 2.0261, -0.4691], [0.1533, -1.0668, 1.3616], [0.0036, 0.1733, -1.4243], [-1.3474, -0.6565, -0.6301], [0.9796, -2.3081, -1.3221], [-0.9959, 1.1090, 1.5985], [0.5531, -0.9757, 0.3433]], "nbo_charge": [0.209, -0.598, 0.197, 0.478, -0.417, -0.606, 0.208, 0.200, 0.208, 0.213, 0.122, 0.106, 0.218, 0.211, -0.621, 0.217, 0.202, 0.206, 0.198, -0.724, -0.225]}

Most stable structure, least stable structure: entry d, entry b.

Entry a
{"formula": "C6H14O", "method": "ωB97M-V/def2-TZVPD", "smiles": "C=CCCC.CO", "homo_lumo_gap_ev": 10.93, "homo_ev": -9.86, "species": ["H", "C", "H", "H", "C", "H", "H", "C", "H", "H", "H", "C", "H", "C", "H", "O", "H", "C", "H", "H", "H"], "xyz": [[1.6996, 1.7443, 0.0415], [2.5744, 1.3509, 0.5840], [0.1376, -2.2188, -0.2450], [1.8294, -0.2558, -1.8982], [-1.6966, -0.1142, 0.1296], [3.4108, 1.3043, -0.1310], [-3.5925, 0.8814, 0.5842], [1.5739, -1.1463, -1.3249], [-0.4340, 0.5467, -1.5007], [-2.0056, -1.0622, 0.5906], [-1.4416, -0.8478, -1.8707], [0.3441, -1.3291, -0.8434], [-3.5189, 0.1439, -1.0227], [-0.8116, -0.3996, -1.0889], [2.3801, -1.8498, -1.1354], [2.3234, 0.1214, 1.2169], [-1.1232, 0.4285, 0.8931], [-2.9353, 0.6867, -0.2691], [1.7182, -0.3687, 0.6482], [2.8392, 2.0632, 1.3656], [-2.6544, 1.6526, -0.7047]], "nbo_charge": [0.156, -0.250, 0.202, 0.197, -0.391, 0.156, 0.213, -0.414, 0.203, 0.197, 0.213, -0.179, 0.201, -0.444, 0.213, -0.740, 0.203, -0.602, 0.482, 0.181, 0.202]}

Entry b
{"formula": "C6H14O", "method": "ωB97M-V/def2-TZVPD", "smiles": "CC(C)C[C@@H](C)O", "homo_lumo_gap_ev": 11.20, "homo_ev": -10.22, "species": ["H", "C", "H", "C", "H", "C", "H", "H", "C", "H", "C", "H", "H", "H", "H", "H", "H", "C", "H", "H", "O"], "xyz": [[-1.6874, 0.4426, 2.1999], [-1.6263, -0.6048, -1.2473], [-1.0356, -1.3043, 0.5965], [0.1249, 0.5034, 0.2435], [-1.9426, 0.2620, -1.8382], [-1.1961, -0.2935, 0.2199], [-2.4129, -1.3701, -1.3294], [2.4194, -1.6800, 0.7212], [1.3690, -0.2829, -0.1309], [2.3421, 1.3421, -1.1939], [2.5662, 0.6187, -0.4025], [3.4317, 0.0264, -0.7234], [0.3088, 0.9316, 1.2408], [0.0092, 1.3587, -0.4366], [-3.1404, 0.0115, 1.3052], [-0.7649, -1.0473, -1.7735], [1.1545, -0.8677, -1.0390], [-2.1423, 0.4461, 1.1959], [2.8424, 1.1657, 0.5058], [-2.2555, 1.5077, 0.9334], [1.6357, -1.1656, 0.9525]], "nbo_charge": [0.211, -0.607, 0.205, -0.409, 0.200, -0.219, 0.211, 0.465, 0.097, 0.213, -0.628, 0.202, 0.213, 0.201, 0.208, 0.202, 0.151, -0.603, 0.213, 0.199, -0.725]}

Most stable structure, least stable structure: entry b, entry a.